1.
44
Properties=species:S:1:pos:R:3:lowdin_charge:R:1 method="wB97M-V/def2-TZVPD" smiles="O=C(NC1CCN(Cc2ccc(Cl)c(Cl)c2)CC1)c1ccccc1" homo_lumo_gap_ev=9.69 lumo_ha=0.022 relative_energy_kcal_mol=0.0
O 2.716 2.114 1.546 0.0695
C 1.876 1.774 0.735 -0.4458
N 1.819 0.534 0.202 0.1056
C 2.706 -0.540 0.586 -0.2991
C 2.041 -1.464 1.610 -0.1026
C 0.734 -2.031 1.037 -0.1686
N 0.708 -1.908 -0.415 -0.2011
C -0.461 -2.554 -0.985 -0.1511
C -1.722 -1.882 -0.511 -0.2182
C -2.734 -2.598 0.113 -0.0334
C -3.878 -1.962 0.560 -0.0936
C -4.020 -0.593 0.400 -0.6911
Cl -5.439 0.198 0.971 0.6809
C -3.010 0.136 -0.223 -0.6563
Cl -3.160 1.841 -0.424 0.7367
C -1.875 -0.511 -0.681 -0.0508
C 1.963 -2.371 -0.981 -0.1763
C 3.076 -1.361 -0.655 -0.1096
C 0.827 2.706 0.219 -0.1365
C 0.306 3.666 1.079 -0.0165
C -0.652 4.558 0.632 -0.0782
C -1.081 4.511 -0.684 -0.1193
C -0.551 3.570 -1.552 -0.1214
C 0.395 2.666 -1.103 -0.0562
H 1.015 0.231 -0.328 0.1062
H 3.592 -0.070 1.023 0.1471
H 2.738 -2.269 1.848 0.1157
H 1.838 -0.912 2.528 0.1191
H -0.124 -1.478 1.428 0.1211
H 0.619 -3.086 1.343 0.1261
H -0.395 -2.462 -2.074 0.1313
H -0.501 -3.630 -0.736 0.1270
H -2.632 -3.663 0.253 0.1137
H -4.664 -2.521 1.043 0.1070
H -1.105 0.064 -1.170 0.1043
H 1.849 -2.463 -2.063 0.1183
H 2.226 -3.369 -0.591 0.1251
H 4.014 -1.889 -0.481 0.1132
H 3.226 -0.678 -1.491 0.1140
H 0.664 3.698 2.097 0.1184
H -1.060 5.294 1.308 0.1046
H -1.826 5.211 -1.036 0.1037
H -0.879 3.541 -2.581 0.1047
H 0.821 1.951 -1.793 0.1122

---

2.
44
Properties=species:S:1:pos:R:3:lowdin_charge:R:1 method="wB97M-V/def2-TZVPD" spin_multiplicity=3 total_charge=+1 homo_lumo_gap_ev="7.11 / 7.93" lumo_ha="-0.168 / -0.142" s2=2.0588
V -0.479 0.256 -0.380 0.8668
C -3.011 -1.348 -0.924 -0.0716
N -2.034 -1.056 0.150 -0.3832
C -1.448 -2.340 0.602 -0.0427
C -2.685 -0.323 1.273 -0.1378
C -1.625 0.253 2.233 -0.1479
N -0.390 0.377 1.474 -0.1268
C 0.866 0.323 2.061 -0.1846
C 1.903 -0.098 1.240 -0.0966
F 1.524 -0.407 -0.071 0.0061
C 3.207 -0.236 1.645 -0.2046
F 4.129 -0.652 0.786 0.1326
C 3.521 0.050 2.961 0.1095
C 2.509 0.463 3.808 -0.1883
F 2.788 0.749 5.074 0.1329
C 1.196 0.604 3.381 -0.1616
F 0.264 1.037 4.229 0.1277
H -3.733 -2.093 -0.582 0.1047
H -3.532 -0.436 -1.206 0.0780
H -2.489 -1.744 -1.795 0.1015
H -2.241 -3.058 0.825 0.1064
H -0.833 -2.759 -0.196 0.1038
H -0.831 -2.188 1.485 0.0965
H -3.278 0.477 0.829 0.1256
H -3.360 -1.000 1.802 0.1402
H -1.955 1.220 2.616 0.1332
H -1.479 -0.405 3.092 0.1303
H 4.536 -0.043 3.320 0.1511
O 0.518 2.978 2.154 -0.2461
S 0.751 3.497 0.840 0.7114
O 2.036 3.972 0.455 -0.2282
N 0.263 2.313 -0.270 -0.1591
C -0.776 2.721 -0.929 -0.7479
S -1.404 1.587 -2.054 0.7578
C -1.308 4.054 -0.623 -0.2116
C -2.399 4.719 -1.150 0.0014
C -2.676 5.991 -0.665 -0.0347
C -1.880 6.573 0.317 -0.0292
C -0.786 5.900 0.855 -0.0069
C -0.528 4.640 0.367 -0.1988
H -3.010 4.267 -1.921 0.1194
H -3.520 6.540 -1.058 0.1183
H -2.116 7.567 0.672 0.1202
H -0.168 6.349 1.621 0.1327

---

3.
21
Properties=species:S:1:pos:R:3:lowdin_charge:R:1 method="wB97M-V/def2-TZVPD" homo_lumo_gap_ev=9.39 lumo_ha=0.037 relative_energy_kcal_mol=30.5
C 1.440 -2.350 0.094 0.0159
C 0.162 -2.027 -0.160 -0.1598
C -0.499 -0.733 0.058 -0.2486
C -1.841 -0.873 0.727 -0.0655
C 0.049 0.458 -0.363 -0.2574
C 1.315 0.566 -1.126 -0.0738
C -0.600 1.779 -0.122 -0.2703
N 0.347 2.583 0.633 0.0026
H 2.184 -1.709 0.536 0.0611
H 1.726 -3.374 -0.171 0.0571
H -0.475 -2.799 -0.577 0.1000
H -2.445 -1.652 0.212 0.0877
H -1.739 -1.285 1.739 0.0851
H -2.487 -0.016 0.790 0.0522
H 1.245 1.361 -1.892 0.0888
H 1.635 -0.341 -1.632 0.0689
H 2.072 0.864 -0.388 0.0850
H -0.846 2.252 -1.081 0.1221
H -1.563 1.632 0.388 0.0917
H -0.070 3.514 0.780 0.0774
H 0.392 2.149 1.555 0.0797

---

4.
74
Properties=species:S:1:pos:R:3:lowdin_charge:R:1 method="wB97M-V/def2-TZVPD" spin_multiplicity=4 homo_lumo_gap_ev="8.47 / 6.37" lumo_ha="-0.008 / -0.085" s2=3.7759 relative_energy_kcal_mol=13.0
Tc -0.395 -0.034 -1.247 1.7450
N -0.046 3.400 -1.645 0.1694
C 0.261 2.877 -0.428 -0.4424
N 0.760 3.572 0.569 0.0738
N 0.898 2.678 1.569 -0.0492
N 0.519 1.513 1.219 -0.0459
N 0.090 1.583 -0.081 -0.1163
C -0.629 2.693 -2.658 -0.4394
N -1.076 3.222 -3.770 0.0708
N -1.572 2.170 -4.466 -0.0300
N -1.444 1.077 -3.831 -0.0092
N -0.824 1.361 -2.638 -0.1206
H 0.112 4.384 -1.788 0.1598
O 0.603 -3.828 3.651 0.1208
C 0.337 -3.055 2.599 -0.3159
C -0.376 -1.861 2.678 0.0147
C -0.567 -1.141 1.528 -0.1390
N -0.098 -1.516 0.320 -0.0923
C 0.528 -2.711 0.254 -0.6906
Br 1.068 -3.380 -1.413 0.9114
C 0.764 -3.498 1.351 -0.0428
H 0.342 -3.392 4.471 0.1305
H -0.764 -1.486 3.615 0.1316
H -1.114 -0.212 1.562 0.0991
H 1.297 -4.431 1.259 0.1258
O 3.223 -2.035 2.754 -0.5042
S 2.956 -0.581 2.539 0.9851
C 3.517 0.273 4.010 -0.3720
C 4.410 -0.360 4.861 -0.0667
C 4.827 0.302 6.005 -0.0745
C 4.350 1.577 6.286 -0.0829
C 3.447 2.193 5.430 -0.0734
C 3.015 1.537 4.284 -0.0849
C 4.225 0.013 1.415 -0.3739
C 4.231 1.342 1.011 -0.0852
C 5.163 1.751 0.072 -0.0717
C 6.070 0.840 -0.456 -0.0791
C 6.047 -0.485 -0.045 -0.0715
C 5.115 -0.909 0.893 -0.0738
H 4.754 -1.358 4.618 0.1104
H 5.526 -0.175 6.680 0.1049
H 4.680 2.090 7.180 0.1031
H 3.070 3.182 5.657 0.1069
H 2.301 2.004 3.615 0.0775
H 3.514 2.046 1.414 0.0889
H 5.177 2.783 -0.255 0.1084
H 6.792 1.165 -1.193 0.1037
H 6.750 -1.195 -0.461 0.1053
H 5.060 -1.939 1.221 0.1057
C -5.159 -2.491 -5.518 -0.0322
C -5.080 -1.003 -5.318 -0.1950
C -5.294 -0.140 -6.389 -0.0637
C -5.280 1.230 -6.207 -0.6606
Cl -5.548 2.271 -7.574 0.6591
C -5.067 1.787 -4.958 -0.1028
C -4.848 0.940 -3.887 -0.0035
C -4.841 -0.433 -4.072 -0.2371
O -4.650 -1.223 -2.948 -0.0393
C -3.463 -1.976 -2.921 -0.0927
C -2.369 -1.259 -2.162 -0.5764
O -2.590 -0.507 -1.184 -0.0465
O -1.142 -1.445 -2.506 -0.1993
H -5.859 -2.723 -6.320 0.0828
H -5.503 -2.993 -4.613 0.0849
H -4.193 -2.922 -5.796 0.0859
H -5.488 -0.545 -7.374 0.1137
H -5.052 2.860 -4.832 0.1085
H -4.657 1.329 -2.896 0.1250
H -3.080 -2.222 -3.911 0.1329
H -3.670 -2.905 -2.383 0.1522
F 2.467 -0.636 -1.120 0.0343
C 1.609 -0.005 -1.947 -0.6689
F 2.093 1.245 -2.103 0.0730
F 1.692 -0.602 -3.150 0.0608

---

5.
11
Properties=species:S:1:pos:R:3:lowdin_charge:R:1 method="wB97M-V/def2-TZVPD" homo_lumo_gap_ev=10.79 lumo_ha=0.024 relative_energy_kcal_mol=72.6
O 1.644 -2.528 -1.457 0.0771
C 0.770 -1.970 -0.994 0.0524
O 1.991 -0.077 0.298 0.0191
C 0.927 -0.005 0.866 -0.2716
C -0.273 0.649 0.289 -0.3062
C -1.258 0.682 -0.790 -0.0793
O -1.630 0.445 0.576 -0.0179
H 0.140 1.621 0.635 0.1602
H 0.821 -0.091 1.967 0.1432
H -1.517 -0.121 -1.480 0.1095
H -1.459 1.690 -1.157 0.1134

---

6.
13
Properties=species:S:1:pos:R:3:lowdin_charge:R:1 method="wB97M-V/def2-TZVPD" total_charge=+1 homo_lumo_gap_ev=12.44 lumo_ha=-0.131 relative_energy_kcal_mol=19.6
Li 0.061 0.047 -0.157 0.7313
O -1.940 -0.034 0.639 -0.1465
H -1.696 0.027 1.602 0.0727
H -2.694 -0.730 0.475 0.1317
O 0.783 0.199 -2.049 -0.1203
H 0.358 0.284 -2.950 0.1030
H 1.237 1.085 -1.980 0.0842
O 0.551 -1.810 0.390 -0.1932
H 1.212 -2.210 -0.278 0.1094
H -0.210 -2.413 0.818 0.1441
O 0.640 1.531 1.043 -0.0819
H 1.426 1.619 1.602 0.0850
H 0.273 2.405 0.845 0.0805

---

7.
7
Properties=species:S:1:pos:R:3:lowdin_charge:R:1 method="wB97M-V/def2-TZVPD" homo_lumo_gap_ev=7.72 lumo_ha=-0.054 relative_energy_kcal_mol=69.7
C 0.998 -0.123 0.353 -0.1570
N 0.158 -0.411 -0.506 -0.1818
O 0.199 -0.781 -1.621 0.0893
O -1.201 0.390 0.254 -0.8898
F 0.802 0.635 1.411 0.0835
I -3.023 0.803 -0.263 0.8694
H 2.067 -0.513 0.371 0.1864